Record 1
Density functional theory data (ωB97M-V/def2-TZVPD) for a cluster of 4 separate species, C3H14O3S2 in total at a distorted geometry.

Computed properties:
Structure (SMILES): CCSSC.O.O.O
ΔE to the lowest compared entry with this formula, charge and spin (kJ/mol): 163.9
Frontier orbital gap (eV): 9.3413
Max |F| (eV Å⁻¹): 4.76
DFT total energy (eV): -31149.7684

Each atom is followed by the atoms it is bonded to, with distances in Å.
CARTESIAN COORDINATES (ANGSTROEM)
1 C -1.69 1.44 0.52  H4 1.128, C6 1.543, H11 1.117, H18 1.106
2 S 0.34 -0.54 0.24  S5 2.021, C6 1.835
3 H -0.66 -3.32 1.98  C15 1.015
4 H -1.28 2.11 -0.29  C1 1.128
5 S -1.06 -1.96 -0.09  S2 2.021, C15 1.865
6 C -0.47 0.79 1.21  C1 1.543, S2 1.835, H14 1.134, H19 1.046
7 H 1.33 3.62 -2.81  O12 0.964
8 O -0.24 -0.53 4.01  H9 1.020, H20 1.005
9 H -0.95 -1.25 3.86  O8 1.020
10 O 2.92 0.61 -5.02  H13 1.027, H17 0.924
11 H -2.15 2.06 1.33  C1 1.117
12 O 1.51 2.84 -2.28  H7 0.964, H16 0.981
13 H 3.40 1.08 -5.80  O10 1.027
14 H -0.83 0.45 2.23  C6 1.134
15 C -0.80 -3.45 0.99  H3 1.015, S5 1.865, H21 1.050, H22 1.162
16 H 0.59 2.54 -2.13  O12 0.981
17 H 3.46 0.63 -4.26  O10 0.924
18 H -2.47 0.73 0.21  C1 1.106
19 H 0.38 1.37 1.44  C6 1.046
20 H 0.39 -1.03 3.42  O8 1.005
21 H -0.06 -3.98 0.45  C15 1.050
22 H -1.65 -4.22 0.76  C15 1.162

Record 2
Density functional theory data (ωB97M-V/def2-TZVPD) for a cluster of 4 separate species, C3H14O4 in total.

Computed properties:
Structure (SMILES): CC(C)O.O.O.O
ΔE to the lowest compared entry with this formula, charge and spin (kJ/mol): 21.0
Frontier orbital gap (eV): 10.3176
Max |F| (eV Å⁻¹): 0.29
DFT total energy (eV): -11528.3910

Each atom is followed by the atoms it is bonded to, with distances in Å.
CARTESIAN COORDINATES (ANGSTROEM)
1 H 0.35 -3.12 0.33  O10 0.962
2 H -0.99 0.25 2.14  C5 1.091
3 H -2.06 -1.02 1.54  C5 1.090
4 H 1.29 -0.18 0.08  C14 1.090
5 C -1.13 -0.48 1.34  H2 1.091, H3 1.090, C18 1.512, H21 1.087
6 H 0.94 4.10 0.52  O12 0.963
7 H 0.11 -0.30 -2.32  O15 0.970
8 H 2.19 -1.41 0.98  C14 1.088
9 H -0.37 3.87 1.26  O12 0.964
10 O -0.24 -2.36 0.24  H1 0.962, C18 1.433
11 H 1.55 0.01 1.83  C14 1.093
12 O 0.09 3.65 0.44  H6 0.963, H9 0.964
13 H 0.11 -1.97 2.24  C18 1.097
14 C 1.36 -0.71 1.03  H4 1.090, H8 1.088, H11 1.093, C18 1.523
15 O 0.04 -1.25 -2.49  H7 0.970, H20 0.967
16 H -0.07 2.28 -0.87  O17 0.970
17 O -0.17 1.61 -1.56  H16 0.970, H19 0.962
18 C 0.04 -1.43 1.29  C5 1.512, O10 1.433, H13 1.097, C14 1.523
19 H -0.96 1.85 -2.05  O17 0.962
20 H -0.20 -1.62 -1.63  O15 0.967
21 H -1.22 0.06 0.40  C5 1.087

Record 3
Density functional theory data (ωB97M-V/def2-TZVPD) for a cluster of 4 separate species, C3H14O4S in total at a distorted geometry.

Computed properties:
Structure (SMILES): OCCCS.O.O.O
ΔE to the lowest compared entry with this formula, charge and spin (kJ/mol): 247.0
Frontier orbital gap (eV): 9.3330
Max |F| (eV Å⁻¹): 10.32
DFT total energy (eV): -22360.9413

Each atom is followed by the atoms it is bonded to, with distances in Å.
CARTESIAN COORDINATES (ANGSTROEM)
1 O -0.35 0.01 3.12  H5 0.838, H6 0.989
2 S -2.59 0.54 -1.32  C11 1.808, H12 1.359
3 O 0.45 3.48 1.15  H14 0.992, H16 0.962
4 C -0.76 -1.76 -0.57  C10 1.535, H15 1.093, O18 1.458, H21 1.056
5 H 0.12 -0.59 2.78  O1 0.838
6 H -0.94 0.20 2.35  O1 0.989
7 H 0.97 -0.45 -1.42  C10 1.099
8 H 0.88 -2.80 -0.09  O18 0.973
9 H 2.22 0.18 0.52  O13 1.033
10 C -0.09 -0.73 -1.48  C4 1.535, H7 1.099, C11 1.483, H19 1.133
11 C -0.79 0.58 -1.52  S2 1.808, C10 1.483, H17 1.086, H20 1.184
12 H -2.50 1.86 -1.00  S2 1.359
13 O 3.13 -0.19 0.83  H9 1.033, H22 0.947
14 H 1.13 2.79 0.92  O3 0.992
15 H -1.60 -2.27 -1.05  C4 1.093
16 H -0.11 3.18 1.88  O3 0.962
17 H -0.58 1.24 -2.36  C11 1.086
18 O -0.05 -3.01 -0.29  C4 1.458, H8 0.973
19 H -0.19 -1.16 -2.52  C10 1.133
20 H -0.53 1.10 -0.49  C11 1.184
21 H -0.93 -1.34 0.39  C4 1.056
22 H 3.11 -0.87 0.17  O13 0.947

Record 4
Density functional theory data (ωB97M-V/def2-TZVPD) for a cluster of 5 separate species, C3H14O5 in total at a distorted geometry.

Computed properties:
Structure (SMILES): C=C(C)O.O.O.O.O
ΔE to the lowest compared entry with this formula, charge and spin (kJ/mol): 98.5
Frontier orbital gap (eV): 9.1015
Max |F| (eV Å⁻¹): 1.64
DFT total energy (eV): -13574.9761

Each atom is followed by the atoms it is bonded to, with distances in Å.
CARTESIAN COORDINATES (ANGSTROEM)
1 H 1.20 1.18 -2.13  C11 1.073
2 H -2.50 0.52 -0.10  C10 1.090
3 O -0.42 -0.96 -1.07  C14 1.383, H18 0.971
4 H 2.80 -0.41 1.82  O16 0.963
5 O -1.05 -1.73 1.54  H8 0.970, H21 0.959
6 O 2.57 -1.16 -1.55  H12 0.965, H22 0.963
7 H -2.21 1.82 -1.21  C10 1.096
8 H -0.86 -0.95 2.08  O5 0.970
9 O -0.42 0.90 2.39  H17 0.975, H19 0.965
10 C -2.10 0.74 -1.09  H2 1.090, H7 1.096, C14 1.494, H20 1.085
11 C 0.17 1.26 -1.85  H1 1.073, C14 1.332, H15 1.075
12 H 1.87 -0.73 -1.04  O6 0.965
13 H 1.68 -1.02 0.97  O16 0.969
14 C -0.70 0.35 -1.41  O3 1.383, C10 1.494, C11 1.332
15 H -0.14 2.27 -1.66  C11 1.075
16 O 2.04 -0.17 1.28  H4 0.963, H13 0.969
17 H 0.39 0.81 1.86  O9 0.975
18 H -0.86 -1.11 -0.21  O3 0.971
19 H -0.05 0.99 3.28  O9 0.965
20 H -2.85 0.35 -1.77  C10 1.085
21 H -1.33 -2.44 2.11  O5 0.959
22 H 2.77 -0.52 -2.24  O6 0.963

Record 5
Density functional theory data (ωB97M-V/def2-TZVPD) for a cluster of 4 separate species, C3H14O5 in total at a distorted geometry.

Computed properties:
Structure (SMILES): OCCCO.O.O.O
ΔE to the lowest compared entry with this formula, charge and spin (kJ/mol): 68.7
Frontier orbital gap (eV): 10.9612
Max |F| (eV Å⁻¹): 1.46
DFT total energy (eV): -13575.2848

Each atom is followed by the atoms it is bonded to, with distances in Å.
CARTESIAN COORDINATES (ANGSTROEM)
1 O -1.05 -0.74 -0.63  H11 0.975, C17 1.436
2 H -2.47 1.66 1.20  C6 1.098
3 H 2.21 -2.81 0.41  O22 0.961
4 H -0.50 -1.51 1.01  O10 0.977
5 H -1.29 0.53 1.60  C6 1.094
6 C -1.55 1.22 0.80  H2 1.098, H5 1.094, C7 1.518, C17 1.516
7 C -0.58 2.39 0.69  C6 1.518, O13 1.434, H14 1.094, H21 1.089
8 H -1.56 1.06 -1.38  C17 1.097
9 H 0.45 2.10 -1.02  O13 0.960
10 O -0.09 -2.34 1.32  H4 0.977, H19 0.962
11 H -0.11 -0.54 -0.79  O1 0.975
12 H 1.94 -1.45 0.98  O22 0.962
13 O 0.60 2.09 -0.07  C7 1.434, H9 0.960
14 H -1.02 3.29 0.24  C7 1.094
15 H 2.08 -0.53 -1.18  O20 0.973
16 H 1.17 -1.03 -2.25  O20 0.976
17 C -1.82 0.47 -0.49  O1 1.436, C6 1.516, H8 1.097, H18 1.088
18 H -2.86 0.17 -0.60  C17 1.088
19 H -0.66 -3.02 0.95  O10 0.962
20 O 1.39 -0.21 -1.77  H15 0.973, H16 0.976
21 H -0.16 2.65 1.66  C7 1.089
22 O 2.55 -1.91 0.39  H3 0.961, H12 0.962

Record 6
Density functional theory data (ωB97M-V/def2-TZVPD) for a cluster of 2 separate species, C3H14Si3 in total at a distorted geometry.

Computed properties:
ΔE to the lowest compared entry with this formula, charge and spin (kJ/mol): 431.2
Frontier orbital gap (alpha / beta) (eV): 6.9718 / 7.6399
Max |F| (eV Å⁻¹): 3.32
DFT total energy (eV): -26964.8129

Each atom is followed by the atoms it is bonded to, with distances in Å.
CARTESIAN COORDINATES (ANGSTROEM)
1 H 2.43 -0.62 2.05  Si17 1.485
2 H -1.93 -1.73 2.44  Si16 1.558
3 C -0.84 2.03 -2.17  H8 1.107, C11 1.440, C18 1.611, H19 1.087
4 H 2.77 -4.19 2.39  Si5 1.530
5 Si 1.45 -3.63 1.85  H4 1.530, H12 1.467, H14 1.635, Si17 2.353
6 H -1.63 0.59 2.54  Si16 1.543
7 H -1.54 -0.63 0.28  Si16 1.481
8 H -1.01 2.58 -3.11  C3 1.107
9 H 0.29 3.40 -0.76  C18 1.075
10 H 0.69 3.68 -2.48  C18 1.147
11 C -0.45 0.64 -2.10  C3 1.440, H13 1.073, H20 1.094
12 H 0.15 -4.11 2.32  Si5 1.467
13 H -0.53 0.17 -1.15  C11 1.073
14 H 1.41 -4.07 0.27  Si5 1.635
15 H 1.25 2.21 -1.55  C18 1.061
16 Si -1.14 -0.61 1.71  H2 1.558, H6 1.543, H7 1.481, Si17 2.374
17 Si 1.13 -1.30 1.80  H1 1.485, Si5 2.353, Si16 2.374
18 C 0.44 2.89 -1.69  C3 1.611, H9 1.075, H10 1.147, H15 1.061
19 H -1.75 2.27 -1.63  C3 1.087
20 H -0.34 -0.07 -2.93  C11 1.094